No. 1
The following is a quantum chemistry calculation of a structure of composition C49H73As3KN2P2Si2 in a non-equilibrium geometry, from OMol25.

Geometry as XYZ:
```
132
Properties=species:S:1:pos:R:3:lowdin_charge:R:1
C -5.16 1.13 3.00 -0.1002
H 2.32 -0.58 -0.25 -0.0406
C 2.58 -3.45 -4.33 -0.6733
C -3.17 -2.11 4.31 -0.0842
H 1.60 -4.89 -7.53 0.0032
H -3.06 -3.88 -3.66 0.0892
As 0.20 -5.30 -5.36 1.1332
C -4.29 0.74 2.01 -0.1094
H 0.67 -4.18 -1.04 0.0263
H -5.04 2.09 3.49 0.1014
H 4.47 -3.58 -5.38 0.0848
H 1.75 -5.18 -3.39 0.0755
H -6.06 -1.21 -0.76 0.0946
H 3.02 -1.49 -5.07 0.0761
C -3.88 -1.56 5.36 -0.0931
H 1.55 -2.41 5.59 0.0120
C -6.18 0.29 3.40 -0.1070
C 1.32 3.71 1.32 -0.2747
C 2.14 -2.13 -4.98 -0.3483
C -0.57 -6.02 2.04 -0.0938
K -0.22 -0.26 0.01 0.5776
H 0.26 1.24 -5.11 0.0083
C 1.07 0.52 -5.23 -0.3310
H -2.16 -2.63 -1.69 0.0764
H 1.78 -2.32 -5.99 0.0592
As 0.73 -1.04 -4.07 1.1716
H -5.59 1.54 -0.47 0.0094
H 0.05 -7.40 3.56 0.0904
C 0.62 4.41 0.35 -0.0689
H -3.49 1.39 1.67 0.0913
C 2.86 2.98 -0.39 -0.0901
P -1.28 -2.04 2.23 0.5834
H -0.70 -3.39 4.85 0.0915
H -1.71 -1.66 -4.35 -0.0093
H -1.06 -1.14 -5.91 0.0288
Si 1.52 -1.58 3.19 0.3424
H -2.73 3.98 -1.59 0.0172
P -3.12 -1.00 0.23 0.5651
C -2.54 3.21 -0.85 -0.1809
H 3.04 2.49 1.68 0.0966
C -0.94 -4.72 1.76 -0.1067
H 3.94 -0.57 -0.95 0.0203
C -5.08 -3.24 -3.29 -0.1112
H 4.05 -4.09 -2.94 0.0432
H -6.88 0.60 4.17 0.0956
C -4.04 -1.86 -1.10 -0.2700
H -2.52 1.54 5.36 0.0994
H -0.53 -6.76 1.25 0.0946
Si -3.25 1.52 -1.39 0.3404
H -1.24 -4.42 0.77 0.0718
H -2.75 2.14 -3.80 0.0131
H -2.95 3.55 0.09 0.0158
H -6.96 -2.44 -2.68 0.0928
C -0.97 -3.76 2.76 -0.2948
H -5.49 -3.78 -4.13 0.0902
H -7.09 -1.63 3.14 0.0967
H 0.43 -3.57 -7.30 -0.0024
C 2.72 -0.15 2.82 -0.1872
C 2.46 3.01 0.94 -0.0543
C -0.66 -4.13 4.06 -0.1066
H 3.31 -2.95 2.06 -0.0130
H -4.63 -2.14 5.88 0.0994
H -1.46 3.12 -0.73 -0.0094
C -2.62 1.25 -3.18 -0.1759
N 0.18 -1.32 2.18 -0.3945
H 1.12 0.23 -6.28 0.0215
C -5.42 -1.37 1.83 -0.0960
C 1.39 -4.37 -4.03 -0.3763
C 0.95 -3.13 -0.93 -0.3785
H -0.11 -5.74 5.38 0.0960
C -3.21 -2.60 -1.94 -0.1087
H 2.47 3.66 -2.38 0.0959
H 2.20 -6.83 -6.01 0.0074
H 0.48 4.99 -1.70 0.1037
H 0.25 -1.26 5.33 0.0002
As 2.88 -2.90 -1.09 1.1680
C -5.90 -2.48 -2.47 -0.1040
H -5.60 1.00 -2.14 0.0078
H -0.72 -2.77 -5.29 -0.0428
H 2.96 -3.63 3.65 0.0132
H 2.97 -0.08 1.76 -0.0080
C -0.25 -6.39 3.34 -0.1114
H 3.12 -4.26 -6.28 0.0511
H 4.09 -2.37 -3.23 0.0619
H 0.68 -3.79 -3.43 0.0107
H -1.56 1.01 -3.16 -0.0087
H 0.65 -7.62 -6.31 0.0108
C 2.92 -0.93 -1.08 -0.3669
H 0.43 2.72 2.98 0.0737
H 1.88 -3.94 2.31 0.0053
C 1.28 -1.48 5.09 -0.1738
H -4.18 0.18 6.58 0.0956
C -5.16 1.72 -1.45 -0.1678
H 2.00 1.01 -4.96 0.0132
H 2.30 0.80 3.13 0.0015
H 1.89 -0.69 5.52 0.0125
H -5.46 2.71 -1.77 0.0154
C -3.63 -0.25 5.75 -0.1076
H 0.12 4.46 2.93 0.0746
H 3.74 2.42 -0.67 0.0991
N -2.50 0.34 -0.43 -0.4100
H 0.67 -2.83 0.08 -0.0253
C 0.59 -4.64 -7.20 -0.3457
H -0.25 4.98 0.64 0.1087
H 0.40 -2.52 -1.65 -0.0406
H -3.37 -3.13 3.99 0.1140
C 2.51 -3.18 2.77 -0.1738
H -3.14 0.43 -3.67 0.0127
C 0.87 3.69 2.75 -0.0410
C 1.03 4.41 -0.97 -0.0969
C 1.20 -6.99 -5.60 -0.3585
C -5.39 -1.79 -1.39 -0.1010
H 1.28 -7.53 -4.66 0.0123
C -0.85 -1.73 -5.01 -0.3003
C -4.43 -0.50 1.39 -0.2882
H 3.81 -5.15 -4.91 0.0812
C -2.69 0.51 5.07 -0.1062
H 2.52 -0.52 -2.01 -0.0356
C -0.32 -5.44 4.36 -0.0954
C 3.40 -3.20 -3.04 -0.3582
H 1.71 3.85 3.42 0.0819
H -0.11 -5.15 -7.86 0.0122
C -6.31 -0.96 2.81 -0.1006
C 3.55 -4.16 -5.29 -0.0762
C -2.18 -1.38 3.66 -0.2869
H 3.65 -0.29 3.36 0.0223
C -3.72 -3.29 -3.02 -0.1015
C 2.14 3.68 -1.35 -0.0979
H -1.22 0.51 3.50 0.0931
C -1.97 -0.05 4.03 -0.1097
C -2.10 -2.24 0.76 -0.4358
H -5.50 -2.36 1.40 0.1105
```

Summary:
Total charge = -1
Highest occupied orbital energy = -3.696 eV
ΔE to the lowest compared entry with this formula, charge and spin = 49.8 kcal/mol
Energy = -288155.56808 eV
E_LUMO = 1.98 eV
HOMO-LUMO gap = 5.68 eV

***

No. 2
The following is a quantum chemistry calculation of a cluster of 2 separate species, C5H14 in total in a non-equilibrium geometry, from OMol25.

Geometry as XYZ:
```
19
Properties=species:S:1:pos:R:3:lowdin_charge:R:1
H 0.94 1.19 1.64 0.0572
H 2.68 0.64 1.79 0.0794
H -2.01 2.30 -0.29 0.1157
H 1.42 0.45 -0.68 0.0701
C -1.87 0.37 -1.42 -0.1801
H -3.04 1.07 0.46 0.0366
C 1.64 0.35 1.56 -0.0714
H 2.64 -0.52 -0.21 0.0747
H 1.41 -2.41 -0.50 0.0530
H 1.09 -0.30 2.09 -0.0024
H -1.35 0.89 0.73 0.0482
H -0.83 0.57 -1.69 0.0498
H 0.55 -1.92 0.92 0.0978
H -0.06 -1.35 -0.78 0.0392
C 0.86 -1.55 -0.14 -0.1240
H -1.77 -0.84 -1.35 0.0910
C 1.64 -0.27 0.08 -0.2955
H -2.61 0.32 -2.16 0.0296
C -2.10 1.09 -0.07 -0.1691
```

Summary:
Total charge = 0
Highest occupied orbital energy = -10.697 eV
ΔE to the lowest compared entry with this formula, charge and spin = 46.4 kcal/mol
Energy = -5410.03824 eV
SMILES = CCC.CC
E_LUMO = 1.16 eV
HOMO-LUMO gap = 11.86 eV

***

No. 3
The following is a quantum chemistry calculation of a structure of composition C11H11Br33 in a non-equilibrium geometry, from OMol25.

Geometry as XYZ:
```
55
Properties=species:S:1:pos:R:3:lowdin_charge:R:1
C -2.95 -5.10 4.15 -1.6217
C 0.85 -1.55 4.08 -1.5833
Br -0.52 2.46 2.46 0.5162
Br 1.23 -3.36 -6.44 0.4611
Br -4.85 -4.85 4.32 0.5732
H -0.62 -2.52 -4.79 -0.1030
Br -0.43 5.69 2.54 0.5569
H 1.98 3.16 3.31 -0.1398
Br -5.53 0.71 1.59 0.5391
H 0.11 -2.09 3.53 -0.0600
H -5.27 -1.58 2.71 -0.0049
Br -0.05 -0.37 5.31 0.5477
H -1.33 4.18 0.76 -0.0745
Br -0.47 -5.35 -0.73 0.5143
Br -1.86 -3.54 -6.71 0.5975
H -2.81 -6.16 4.38 -0.0258
Br -2.36 -4.85 2.30 0.5131
C 2.95 3.41 3.62 -1.6484
Br 4.07 3.44 2.02 0.5280
Br -0.05 -0.85 -0.09 0.5205
C 1.19 0.07 -1.27 -1.4789
Br 3.56 1.99 4.75 0.5638
H 0.26 -3.23 -1.67 -0.1278
Br 4.72 1.39 -3.52 0.6766
Br -2.79 -2.50 -2.71 0.5115
Br 2.42 -3.77 -0.47 0.5895
Br -4.01 -1.80 0.45 0.5134
Br 4.97 -0.56 -1.11 0.5897
C -1.39 4.16 1.85 -1.5664
C -0.52 -2.50 -5.85 -1.5355
Br 1.75 -0.58 2.63 0.4854
Br 1.04 8.10 -0.39 0.5983
H 2.10 0.21 -0.74 -0.0820
C 5.79 0.81 -2.17 -1.7215
H 6.63 0.18 -2.48 -0.0324
Br -3.09 -0.50 3.15 0.5162
Br 0.55 1.92 -1.66 0.4837
C 0.88 -4.13 -1.54 -1.6595
Br 1.28 -4.73 -3.29 0.5800
Br -0.56 -0.60 -6.37 0.5645
Br 6.59 2.21 -1.08 0.5708
Br -2.52 0.78 -2.94 0.5916
Br -1.97 -4.06 5.41 0.5950
Br 2.09 5.13 -0.69 0.5484
C -4.61 -0.95 2.06 -1.5785
H -2.83 -0.94 -4.63 -0.1154
Br 2.86 5.04 4.57 0.5962
H 1.33 6.77 -2.40 -0.0305
Br -5.19 -0.75 -3.98 0.5750
C -3.26 -0.82 -3.67 -1.5511
Br 2.03 -2.74 5.00 0.6031
C 1.01 6.50 -1.42 -1.6647
Br -0.75 5.79 -1.63 0.5962
Br -3.21 4.18 2.36 0.6072
Br 1.54 -0.92 -2.88 0.5819
```

Summary:
Total charge = 0
Highest occupied orbital energy = -9.824 eV
ΔE to the lowest compared entry with this formula, charge and spin = 0.0 kcal/mol
Energy = -2322983.81056 eV
E_LUMO = -0.46 eV
HOMO-LUMO gap = 9.36 eV

***

No. 4
The following is a quantum chemistry calculation of a cluster of 9 separate species, C24H51N3O6S6 in total in a non-equilibrium geometry, from OMol25.

Geometry as XYZ:
```
90
Properties=species:S:1:pos:R:3:lowdin_charge:R:1
H 3.46 2.03 3.58 0.1427
C -2.29 1.89 4.63 -0.1440
H -1.43 -4.61 0.08 0.0188
H -5.26 -0.61 -2.27 0.0597
S 0.81 -1.65 3.95 0.8108
C -0.27 0.65 -1.88 -0.2521
C 0.92 2.94 -7.53 -0.2560
C 1.47 -1.25 -1.71 -0.1805
H -1.62 1.38 3.96 0.0780
C 2.31 2.48 -1.47 -0.2740
H 0.40 3.43 -6.71 0.0424
S -3.45 -4.98 1.38 0.8304
H 2.81 1.00 1.31 0.0902
O -0.62 -2.02 3.86 -0.5650
C -0.46 -2.40 -1.73 -0.0717
H 2.33 -0.84 -2.21 0.1118
H 2.77 3.03 -0.64 0.0612
C 3.63 0.67 1.93 -0.1375
H -2.58 -2.77 1.21 0.0235
C 1.51 -2.61 5.36 -0.2413
H -1.91 -3.59 2.60 0.0211
H 1.22 -3.65 5.24 0.0458
H -4.08 -0.91 -1.26 0.0425
H 2.59 -2.47 5.39 0.0478
O -4.37 -4.68 0.22 -0.5791
H 0.11 0.08 5.54 0.0610
C -4.29 -0.05 -4.81 -0.2400
H -3.29 3.71 7.17 0.0879
H -2.12 -0.51 0.25 0.0461
H 1.70 1.73 -0.97 -0.0250
H 1.57 0.59 -4.76 0.0306
C 5.21 0.89 3.50 -0.1346
C 5.55 -0.23 2.73 -0.1041
H -5.21 1.96 5.89 0.1039
H -1.25 0.30 1.66 0.0330
C -2.84 -3.38 2.08 -0.2633
H -4.01 0.74 -1.93 0.0541
H 0.79 2.18 -4.74 0.0660
H 2.38 1.76 -5.56 0.0469
C 1.35 1.47 -5.36 -0.3312
S 3.60 1.67 -2.48 0.8936
C 4.56 -0.33 1.72 -0.1159
H 0.35 1.32 -2.46 0.0421
H -4.09 1.02 3.96 0.1478
C -4.20 2.26 5.66 -0.1540
S 0.79 1.18 -7.03 0.8295
N 3.97 1.31 3.10 0.0021
H 4.73 3.70 -2.03 0.0485
O 0.56 1.96 0.28 -0.6039
O 2.84 1.14 -3.66 -0.6460
H -5.31 -0.38 -4.61 0.0540
H -3.91 0.08 -5.82 0.0542
H 5.39 2.90 -3.44 0.0413
H -1.15 3.45 5.72 0.0832
H 5.70 1.36 4.34 0.1002
H -1.94 -6.39 0.07 0.0548
H -0.60 -2.76 0.34 0.0774
H 3.84 3.84 -3.63 0.0571
H -0.39 -0.72 0.50 0.0039
C -1.22 -0.02 0.62 -0.2199
H -1.28 -5.67 1.52 0.0444
C 0.00 -2.37 -0.46 -0.1488
H -1.46 -2.62 -2.07 0.1076
N -3.60 1.53 4.68 0.0056
H 1.92 0.16 5.07 0.0483
H 0.43 -0.13 -1.57 -0.0258
H 0.60 0.56 3.93 0.0221
S -0.75 1.50 -0.32 0.8929
H 0.05 -1.01 -3.24 0.1345
C -2.09 2.97 5.51 -0.1008
H 6.39 -0.90 2.78 0.0871
C 4.46 3.22 -2.98 -0.2387
C -1.85 -5.45 0.61 -0.2385
O -0.66 0.76 -7.06 -0.5854
C 0.89 -0.05 4.79 -0.2649
H 0.49 3.10 -8.52 0.0485
H 1.83 3.30 -2.00 0.0754
C -3.29 3.12 6.27 -0.0938
H 4.58 -1.09 0.96 0.0898
O -3.75 -2.40 -3.64 -0.5446
H 1.96 3.24 -7.46 0.0460
H -1.15 0.17 -2.30 0.0221
H 1.95 -1.58 0.40 0.0968
N 0.38 -1.54 -2.45 -0.0306
C -4.22 -0.30 -2.16 -0.2580
H -3.49 -2.80 2.72 0.0551
H -4.42 0.98 -4.45 0.0481
S -3.29 -0.97 -3.59 0.8014
H 1.07 -2.30 6.31 0.0523
C 1.27 -1.73 -0.42 -0.0546
```

Summary:
Total charge = 0
Highest occupied orbital energy = -8.351 eV
ΔE to the lowest compared entry with this formula, charge and spin = 101.8 kcal/mol
Energy = -107470.83733 eV
E_LUMO = 0.28 eV
HOMO-LUMO gap = 8.63 eV